Here is a cluster of 2 separate species, C2H8NO in total in a non-equilibrium geometry from OMol25. Energies are from ωB97M-V/def2-TZVPD.

Calculated values
* E_tot: -5734.1192 eV
* HOMO level: -16.709 eV
* total charge: +1
* E_LUMO: -4.90 eV
* ΔE to the lowest compared entry with this formula, charge and spin: 73.8 kJ/mol

Geometry as XYZ:
```
12
Properties=species:S:1:pos:R:3:forces:R:3:nbo_charge:R:1
C -0.275 -1.474 -0.235 -0.5 0.3 0.0 -0.43
C -1.546 0.528 0.350 -0.2 0.9 -1.3 0.13
N -0.554 -0.010 -0.225 0.9 -1.8 1.5 -0.39
H 0.179 -1.719 -1.188 -0.1 -0.1 -0.1 0.24
H 0.424 -1.695 0.575 0.0 0.1 -0.1 0.25
H -1.201 -2.017 -0.067 0.0 -0.1 -0.1 0.23
H -2.443 0.011 0.657 0.2 -0.4 0.1 0.23
H -1.549 1.607 0.333 0.0 0.3 0.5 0.22
H 0.347 0.496 -0.330 -0.4 0.8 -0.3 0.47
H 2.653 1.148 -0.546 -0.3 0.0 0.0 0.51
H 2.131 1.808 0.726 -0.2 0.0 -0.1 0.51
O 1.835 1.317 -0.052 0.5 0.0 0.0 -0.97
```
Positions in Å, forces in eV/Å.